{
  "formula": "C3H9NO2",
  "method": "ωB97M-V/def2-TZVPD",
  "symbols": ["C", "C", "C", "N", "H", "H", "H", "H", "H", "H", "H", "O", "H", "H", "O"],
  "xyz": [[-1.660, -2.203, -2.189], [-1.323, -1.708, -3.383], [-1.559, -2.191, 0.018], [-1.535, -1.412, -1.011], [-2.383, -3.021, -2.041], [-1.326, -0.647, -3.560], [-1.179, -2.428, -4.188], [-1.630, -3.257, -0.139], [-1.204, -1.741, 0.940], [0.810, 3.537, 1.628], [1.049, 2.254, 2.439], [0.502, 2.641, 1.749], [4.355, 3.796, 3.643], [3.345, 2.763, 3.153], [3.738, 3.616, 2.941]],
  "forces_ev_per_a": [[-1.6, 1.5, -0.1], [-0.4, -1.1, 0.1], [1.2, 1.9, -1.0], [-0.3, -1.4, 0.6], [1.3, -0.8, -0.3], [1.1, 0.2, 0.1], [-0.6, 0.5, -0.2], [-0.2, -0.4, 0.5], [-0.6, -0.3, 0.3], [0.3, 0.3, 0.0], [0.0, 0.2, -0.1], [-0.2, -0.5, 0.0], [0.3, 0.1, 0.4], [0.2, 0.1, 0.0], [-0.4, -0.1, -0.4]],
  "max_force_ev_per_a": 2.47,
  "e_above_lowest_kcal_mol": 79.7,
  "e_homo_ev": -9.0
}



{
  "formula": "C3H9NO2",
  "method": "ωB97M-V/def2-TZVPD",
  "symbols": ["C", "N", "H", "H", "H", "H", "H", "H", "C", "C", "O", "O", "H", "H", "H"],
  "xyz": [[-2.118, -1.792, 1.312], [-1.217, -0.586, 1.588], [1.535, -0.746, -1.512], [-1.773, 0.273, 1.288], [-1.120, -0.650, 2.605], [-2.750, -1.552, 0.494], [-2.724, -2.086, 2.141], [-1.486, -2.735, 0.970], [2.309, 1.653, -1.191], [0.754, 1.190, -1.229], [0.656, -0.137, -1.541], [-0.155, 1.861, -1.225], [2.980, 1.008, -1.730], [2.904, 1.594, -0.371], [2.208, 2.705, -1.599]],
  "forces_ev_per_a": [[2.8, -0.8, -1.0], [-1.9, -0.7, -0.3], [-3.0, 2.8, 0.1], [1.1, -1.4, 1.0], [0.1, 1.0, -0.4], [-0.6, 0.1, -0.8], [-0.4, -0.1, 0.7], [-1.1, 2.0, 0.8], [-3.2, 1.3, -2.6], [8.0, -4.4, -0.5], [1.9, -2.6, 0.1], [-4.9, 3.8, 0.4], [-0.4, -0.2, -1.7], [0.5, 0.5, 3.7], [0.8, -1.3, 0.5]],
  "max_force_ev_per_a": 9.16,
  "e_above_lowest_kcal_mol": 58.8,
  "e_homo_ev": -9.3
}



{
  "formula": "C3H9NO2",
  "method": "ωB97M-V/def2-TZVPD",
  "symbols": ["C", "N", "H", "H", "H", "H", "H", "H", "C", "C", "O", "O", "H", "H", "H"],
  "xyz": [[3.040, -1.344, 0.293], [3.478, -0.075, 1.101], [-3.814, 0.432, -0.434], [2.800, 0.725, 0.671], [3.288, -0.128, 2.092], [2.310, -0.908, -0.520], [2.215, -1.891, 0.952], [3.879, -1.906, -0.007], [-0.591, 1.109, -0.304], [-1.819, 0.283, -0.311], [-2.939, 0.901, -0.707], [-1.835, -0.922, -0.237], [-0.468, 1.828, 0.591], [-0.443, 1.747, -1.230], [0.297, 0.511, -0.341]],
  "forces_ev_per_a": [[-4.7, 2.8, 2.3], [-2.2, 1.3, -3.1], [2.6, 0.6, -0.8], [2.3, -2.3, 1.9], [-0.2, -0.3, -0.1], [2.1, -1.2, 0.9], [2.2, 0.4, -1.3], [0.6, -0.7, -0.5], [1.2, 2.8, 0.2], [-0.8, -2.0, -1.5], [-2.4, 1.0, 1.1], [0.6, 0.1, 1.0], [-0.6, -1.2, -1.3], [-0.9, -0.5, 1.0], [0.2, -0.8, 0.4]],
  "max_force_ev_per_a": 5.91,
  "e_above_lowest_kcal_mol": 51.4,
  "e_homo_ev": -9.4
}